(1)
{"formula": "C4H12O2", "method": "ωB97M-V with the def2-TZVPD basis set", "species": ["O", "C", "C", "H", "H", "H", "H", "H", "H", "O", "C", "C", "H", "H", "H", "H", "H", "H"], "xyz": [[-1.857, -0.135, -0.808], [-0.999, -1.301, 1.285], [-1.974, -0.258, 0.563], [-2.586, 0.415, -1.165], [0.040, -0.972, 1.111], [-1.123, -2.313, 0.865], [-1.175, -1.347, 2.373], [-2.924, -0.805, 0.720], [-2.108, 0.768, 0.957], [1.633, 0.114, 0.844], [1.384, 1.417, -1.233], [2.048, 0.223, -0.512], [0.968, -0.597, 0.957], [1.698, 1.320, -2.286], [1.683, 2.414, -0.868], [0.285, 1.339, -1.184], [1.861, -0.663, -1.150], [3.143, 0.381, -0.470]], "smiles": "CCO.CCO", "gap_ha": 0.394, "lumo_energy_ev": 0.83}

=====

(2)
{"formula": "C4H12O2", "method": "ωB97M-V with the def2-TZVPD basis set", "species": ["C", "C", "C", "C", "H", "H", "H", "H", "H", "H", "H", "H", "H", "H", "O", "H", "H", "O"], "xyz": [[-0.026, -0.056, 1.043], [-0.624, 0.931, 0.392], [-0.620, 2.341, 0.910], [0.071, -1.490, 0.614], [0.297, 0.121, 2.062], [-1.093, 0.766, -0.578], [-1.617, 2.734, 1.093], [-0.088, 3.000, 0.219], [-0.077, 2.380, 1.850], [0.278, -1.568, -0.452], [0.805, -2.032, 1.203], [-0.876, -2.028, 0.766], [-1.483, -2.806, -1.927], [-1.304, -1.290, -2.065], [-1.223, -2.119, -2.550], [3.186, 0.731, -1.165], [1.731, 0.308, -0.724], [2.663, 0.078, -0.693]], "smiles": "C/C=C/C.O.O", "gap_ha": 0.382, "lumo_energy_ev": 0.83}

=====

(3)
{"formula": "C4H12O2", "method": "ωB97M-V with the def2-TZVPD basis set", "species": ["C", "O", "C", "C", "C", "H", "H", "H", "H", "H", "H", "H", "H", "H", "H", "H", "H", "O"], "xyz": [[-1.231, -0.563, 0.337], [-1.831, -0.350, -0.970], [0.195, -0.048, 0.341], [1.067, -0.911, 1.250], [2.397, -0.370, 1.791], [-1.831, -0.086, 1.115], [-1.294, -1.645, 0.482], [-2.515, -0.980, -1.114], [0.211, 1.006, 0.650], [0.541, 0.042, -0.688], [1.293, -1.824, 0.685], [0.437, -1.294, 2.057], [2.441, -0.610, 2.852], [2.473, 0.722, 1.790], [3.232, -0.752, 1.213], [-0.297, 1.216, -2.806], [-0.852, 1.778, -1.587], [-0.505, 2.094, -2.452]], "smiles": "CCCCO.O", "gap_ha": 0.420, "lumo_energy_ev": 0.78}

=====

(4)
{"formula": "C4H12O2", "method": "ωB97M-V with the def2-TZVPD basis set", "species": ["C", "C", "C", "C", "H", "H", "H", "H", "H", "H", "H", "H", "H", "H", "O", "H", "H", "O"], "xyz": [[0.254, 0.349, -0.160], [-0.183, -0.902, -0.288], [-0.868, -1.369, -1.528], [0.304, 1.189, 1.096], [0.294, 0.927, -1.073], [-0.134, -1.603, 0.540], [-0.683, -2.415, -1.801], [-1.945, -1.341, -1.433], [-0.621, -0.787, -2.418], [-0.275, 2.086, 0.963], [1.361, 1.373, 1.267], [-0.091, 0.632, 1.949], [0.701, 2.384, -2.692], [1.793, 3.186, -3.336], [1.428, 2.987, -2.466], [0.048, -2.118, 4.396], [-0.758, -2.692, 3.234], [-0.626, -1.886, 3.749]], "smiles": "C/C=C/C.O.O", "gap_ha": 0.354, "lumo_energy_ev": 0.85}

=====

(5)
{"formula": "C4H12O2", "method": "ωB97M-V with the def2-TZVPD basis set", "species": ["C", "O", "C", "H", "H", "H", "H", "H", "H", "C", "O", "C", "H", "H", "H", "H", "H", "H"], "xyz": [[2.796, -1.179, 0.425], [2.197, -2.294, 1.061], [3.941, -1.674, -0.469], [1.970, -0.630, -0.033], [3.241, -0.417, 1.067], [2.881, -2.701, 1.619], [3.647, -2.610, -0.932], [4.151, -0.968, -1.279], [4.845, -1.789, 0.127], [-3.357, 1.469, -0.009], [-2.909, 0.846, -1.183], [-2.872, 2.904, 0.183], [-4.449, 1.507, -0.050], [-3.088, 0.907, 0.896], [-1.991, 0.585, -1.082], [-2.663, 3.374, -0.781], [-3.552, 3.479, 0.815], [-1.951, 2.946, 0.761]], "smiles": "CCO.CCO", "gap_ha": 0.404, "lumo_energy_ev": 0.65}

=====

(6)
{"formula": "C4H12O2", "method": "ωB97M-V with the def2-TZVPD basis set", "species": ["C", "C", "C", "C", "H", "H", "H", "H", "H", "H", "H", "H", "H", "H", "O", "H", "H", "O"], "xyz": [[1.771, 1.003, 0.492], [1.333, -0.291, 0.079], [0.148, -0.859, 0.199], [-0.229, -2.050, -0.662], [2.253, 0.770, 1.498], [2.401, 1.525, -0.111], [0.895, 1.541, 0.808], [2.105, -0.716, -0.548], [-0.613, -0.479, 0.838], [-0.801, -1.705, -1.598], [0.703, -2.156, -1.380], [-0.659, -2.852, -0.089], [-0.290, 1.106, -1.773], [-1.726, 0.805, -2.193], [-0.971, 1.364, -2.453], [-1.601, 1.476, 1.975], [-2.770, 0.647, 2.306], [-1.948, 0.873, 2.614]], "gap_ha": [0.393, 0.233], "s_squared": 0.75, "charge": 1, "lumo_energy_ev": [-4.70, -9.04], "multiplicity": 2}

=====

(7)
{"formula": "C4H12O2", "method": "ωB97M-V with the def2-TZVPD basis set", "species": ["C", "C", "C", "C", "H", "H", "H", "H", "H", "H", "H", "H", "H", "H", "O", "H", "H", "O"], "xyz": [[1.887, 2.357, 0.669], [0.990, 1.227, 1.237], [1.133, -0.114, 0.638], [0.103, -1.022, 0.393], [1.811, 2.159, -0.389], [1.494, 3.363, 0.809], [2.967, 2.290, 0.978], [-0.090, 1.525, 1.085], [1.079, 1.310, 2.317], [2.163, -0.368, 0.206], [0.618, -1.952, -0.103], [-0.886, -0.646, 0.203], [-0.541, -1.491, -2.438], [0.216, -0.138, -2.315], [-0.148, -0.765, -2.948], [-3.376, -0.615, 0.608], [-3.328, -1.971, 1.316], [-3.163, -1.540, 0.460]], "gap_ha": [0.348, 0.219], "s_squared": 0.75, "charge": 1, "lumo_energy_ev": [-5.69, -9.18], "multiplicity": 2}

=====

(8)
{"formula": "C4H12O2S2", "method": "ωB97M-V with the def2-TZVPD basis set", "species": ["C", "C", "O", "C", "S", "S", "C", "H", "H", "H", "H", "H", "H", "H", "H", "H", "H", "H", "H", "O"], "xyz": [[1.153, 0.703, 0.401], [0.517, 1.337, -0.830], [0.945, 2.701, -1.010], [0.345, 1.053, 1.674], [-0.732, -0.183, 2.406], [-2.295, -0.276, 1.118], [-2.200, -1.958, 0.435], [1.264, -0.383, 0.346], [2.122, 1.190, 0.499], [0.889, 0.937, -1.773], [-0.575, 1.339, -0.821], [1.369, 3.127, -0.260], [-0.206, 1.963, 1.504], [1.056, 1.260, 2.473], [-1.165, -2.247, 0.267], [-2.636, -2.608, 1.172], [-2.686, -1.999, -0.533], [0.446, -2.580, -2.503], [1.106, -1.290, -2.026], [1.282, -2.086, -2.538]], "smiles": "CSSCCCO.O", "gap_ha": 0.341, "lumo_energy_ev": 0.53}

=====

(9)
{"formula": "C4H12O3", "method": "ωB97M-V with the def2-TZVPD basis set", "species": ["O", "C", "C", "C", "C", "H", "H", "H", "H", "H", "H", "H", "H", "H", "H", "O", "H", "H", "O"], "xyz": [[-2.891, -0.528, -0.027], [-1.717, -0.178, 0.222], [-0.482, -1.050, -0.137], [0.759, -0.858, 0.650], [1.538, 0.243, -0.050], [-1.494, 0.899, 0.399], [-0.930, -2.018, 0.132], [-0.344, -1.038, -1.255], [0.475, -0.658, 1.745], [1.369, -1.764, 0.659], [2.326, 0.657, 0.692], [1.019, 1.102, -0.506], [1.938, -0.191, -0.864], [-1.429, 1.335, 3.000], [-1.156, 2.849, 3.501], [-1.843, 2.215, 3.139], [3.502, -1.242, -3.910], [3.600, 0.291, -4.287], [3.551, -0.334, -3.539]], "gap_ha": [0.081, 0.238], "s_squared": 0.75, "charge": -1, "lumo_energy_ev": [2.81, 2.71], "multiplicity": 2}

=====

(10)
{"formula": "C4H12O3", "method": "ωB97M-V with the def2-TZVPD basis set", "species": ["C", "C", "C", "O", "C", "H", "H", "H", "H", "H", "H", "H", "H", "H", "H", "O", "H", "H", "O"], "xyz": [[1.674, -1.628, 0.560], [0.482, -0.815, 1.037], [-0.658, -0.813, 0.321], [-0.780, -1.840, -0.523], [-1.811, 0.119, 0.661], [2.495, -1.157, 1.074], [1.886, -1.580, -0.569], [1.657, -2.755, 0.858], [0.674, -0.032, 1.688], [-1.630, -1.857, -0.932], [-1.703, 0.698, 1.722], [-2.562, -0.650, 0.693], [-2.000, 0.931, -0.011], [0.948, 0.424, -0.911], [1.695, 1.354, -1.787], [0.834, 1.094, -1.580], [0.201, 2.348, -0.742], [0.611, 3.090, 0.526], [-0.105, 2.996, -0.032]], "smiles": "C/C=C(/C)O.O.O", "gap_ha": 0.337, "lumo_energy_ev": 0.57}

=====

(11)
{"formula": "C4H12O3", "method": "ωB97M-V with the def2-TZVPD basis set", "species": ["C", "O", "C", "C", "C", "O", "H", "H", "H", "H", "H", "H", "H", "H", "H", "H", "H", "H", "O"], "xyz": [[2.033, 0.677, -0.982], [2.956, -0.448, -1.145], [0.847, 0.263, -0.237], [-0.205, 1.402, 0.059], [-1.306, 0.943, 1.119], [-0.906, 2.062, -1.047], [1.797, 1.092, -2.040], [2.556, 1.458, -0.401], [3.874, -0.301, -1.504], [1.219, -0.318, 0.612], [0.320, -0.416, -0.835], [0.343, 2.198, 0.429], [-1.259, 1.947, 1.663], [-0.785, 0.282, 1.907], [-2.243, 0.825, 0.509], [-0.701, 1.559, -1.931], [-2.522, -3.772, 0.940], [-3.395, -4.778, 1.710], [-2.624, -4.677, 1.175]], "smiles": "C[C@H](O)CCO.O", "gap_ha": 0.403, "lumo_energy_ev": 0.70}

=====

(12)
{"formula": "C4H12O3", "method": "ωB97M-V with the def2-TZVPD basis set", "species": ["C", "C", "C", "O", "C", "O", "H", "H", "H", "H", "H", "H", "H", "H", "H", "H", "H", "H", "O"], "xyz": [[-0.379, 1.185, 1.284], [-0.794, 1.521, -0.198], [-0.065, 0.976, -1.468], [-0.269, -0.451, -1.634], [-0.029, -0.307, 1.368], [1.125, -0.766, 0.647], [0.654, 1.820, 1.617], [-1.267, 1.506, 1.949], [-1.877, 1.047, -0.394], [-0.958, 2.741, -0.256], [-0.370, 1.379, -2.457], [1.050, 1.266, -1.257], [0.485, -0.706, -1.122], [0.260, -0.669, 2.371], [-0.953, -0.781, 1.091], [1.748, 0.034, 0.434], [1.014, -3.239, -0.050], [-0.018, -2.952, -1.084], [0.643, -3.603, -0.843]], "smiles": "OCCCCO.O", "gap_ha": 0.402, "lumo_energy_ev": 0.56}

=====

(13)
{"formula": "C4H12O3", "method": "ωB97M-V with the def2-TZVPD basis set", "species": ["O", "C", "C", "C", "C", "H", "H", "H", "H", "H", "H", "H", "H", "H", "H", "O", "H", "H", "O"], "xyz": [[-1.034, 1.158, 2.947], [-0.870, 0.382, 2.001], [0.066, 0.516, 0.899], [-0.347, -0.353, -0.375], [0.590, -0.150, -1.617], [-1.484, -0.530, 2.017], [0.004, 1.538, 0.556], [1.123, 0.399, 1.238], [-0.334, -1.328, 0.025], [-1.413, -0.178, -0.505], [0.177, -0.492, -2.565], [1.616, -0.479, -1.456], [0.661, 0.942, -1.671], [3.478, -1.366, 1.049], [3.332, -2.344, 2.323], [2.848, -1.701, 1.686], [-3.447, 1.633, -1.728], [-2.352, 0.738, -2.620], [-2.614, 1.613, -2.203]], "smiles": "CCCC=O.O.O", "gap_ha": 0.373, "lumo_energy_ev": 0.55}